Run 1
Here is a structure of composition H23O12 from the Open Molecules 2025 dataset. Energies are from ωB97M-V/def2-TZVPD.

Structure (ORCA input):
```
! RIJCOSX wB97M-V def2-TZVPD def2/J DEFGRID3
* xyz -1 1
O -0.43 3.42 -1.70
H 0.00 2.90 -2.56
H -0.52 2.62 -1.25
O -0.84 0.74 4.46
H -0.75 0.81 3.52
H -0.54 -0.22 4.84
O 1.17 -1.44 0.32
H 1.68 -2.15 0.55
O -4.62 -0.60 -0.24
H -4.32 -1.48 -0.22
H -4.07 0.00 0.29
O 3.23 0.32 1.09
H 2.28 0.23 0.82
H 0.44 -0.16 2.08
O 0.17 0.66 -1.80
H 0.74 0.80 -2.42
H 0.28 -1.60 -0.03
O -1.58 -1.36 -1.74
H -2.01 -1.15 -2.61
H -1.17 -0.52 -1.58
O -0.16 0.51 1.77
H 0.36 1.35 1.21
H 0.35 0.95 -0.96
O -2.78 0.16 1.77
H -1.73 0.16 1.88
H -3.30 0.90 2.01
O 0.95 -2.11 -4.46
H 0.53 -1.69 -3.68
H 1.08 -2.98 -4.16
O 4.06 -2.16 0.06
H 4.41 -1.67 0.82
H 3.26 -1.55 -0.16
O 0.59 2.25 0.38
H 3.40 1.20 1.39
H -0.16 2.85 0.29
*
```

**HOMO level**: -5.99 eV
**Gap between HOMO and LUMO**: 8.718 eV
**LUMO level**: 2.7 eV

These are the Löwdin partial charges, in e, on atoms 1 to 5: -0.119, 0.127, -0.078, -0.136, -0.066

Run 2
Here is a cluster of 12 separate species, H23O12 in total from the Open Molecules 2025 dataset. Energies are from ωB97M-V/def2-TZVPD.

Structure (ORCA input):
```
! RIJCOSX wB97M-V def2-TZVPD def2/J DEFGRID3
* xyz -1 1
O 0.21 0.27 0.17
H -0.14 -0.64 0.37
O -0.07 -3.35 0.09
H -0.11 -4.25 -0.17
H 0.90 -3.14 0.17
O -0.44 3.87 0.57
H -0.22 3.11 0.04
H -0.15 3.78 1.49
O -2.47 0.40 -0.21
H -1.51 0.24 -0.20
H -2.60 0.24 -1.15
O 1.45 1.11 2.65
H 0.87 0.60 2.03
H 2.26 0.61 2.64
O 1.88 2.30 -0.50
H 2.62 1.79 -0.18
H 1.21 1.69 -0.11
O 0.38 0.08 -2.31
H -0.16 -0.69 -2.43
H 0.21 0.27 -1.35
O -2.84 -2.32 -0.02
H -2.71 -1.37 0.00
H -3.74 -2.47 -0.20
O -0.88 2.51 -1.92
H -0.55 1.64 -2.17
H -1.69 2.34 -1.47
O 2.79 -1.03 -1.95
H 1.84 -0.90 -2.00
H 2.87 -1.04 -1.00
O -1.29 -0.82 2.34
H -1.03 -0.17 1.74
H -2.29 -0.62 2.55
O 2.14 -1.52 0.59
H 1.48 -0.72 0.44
H 1.80 -1.79 1.43
*
```

**HOMO level**: -7.08 eV
**Gap between HOMO and LUMO**: 9.876 eV
**LUMO level**: 2.8 eV

These are the Löwdin partial charges, in e, on atoms 1 to 5: -0.375, 0.021, -0.067, 0.009, 0.037

Run 3
Here is a cluster of 12 separate species, H23O12 in total from the Open Molecules 2025 dataset. Energies are from ωB97M-V/def2-TZVPD.

Structure (ORCA input):
```
! RIJCOSX wB97M-V def2-TZVPD def2/J DEFGRID3
* xyz -1 1
O 0.28 -3.30 -0.24
H -1.04 0.99 0.50
H -3.18 -3.39 -1.31
O -1.71 0.29 2.67
H -0.73 0.00 2.24
H -2.44 -0.50 2.45
O 2.40 -0.95 -2.88
H 1.61 -0.30 -2.84
O -2.39 -3.77 -1.05
H 3.25 2.22 -0.60
H -1.86 -3.06 -0.79
O -1.71 0.80 -0.39
H 1.01 -3.85 2.69
H 0.10 0.62 -1.87
O 1.29 1.15 -0.59
H 1.08 0.54 0.29
H 3.26 -0.63 -2.67
O 2.90 3.03 -1.05
H 2.17 2.51 -1.47
H 0.43 1.86 -0.60
O -0.61 3.51 -0.32
H -0.41 2.73 -0.66
H -1.00 3.28 0.59
O 1.48 -3.13 3.09
H 1.36 -2.37 2.51
H 0.23 -4.06 -0.72
O 0.15 -0.27 1.18
H 0.66 -2.47 -0.36
H -1.61 2.69 3.27
O -2.27 2.85 2.55
H -0.08 -1.01 0.69
H -1.55 -0.04 -0.77
O 0.36 0.73 -2.86
H -2.13 1.86 2.36
H 0.70 1.45 -3.03
*
```

**HOMO level**: -6.96 eV
**Gap between HOMO and LUMO**: 9.558 eV
**LUMO level**: 2.6 eV

These are the Löwdin partial charges, in e, on atoms 1 to 5: 0.023, 0.120, 0.000, -0.252, 0.014

In terms of stability, run 2 leads; the second structure lies 0.0628 hartree higher.

Run 1
Here is the molecule C15H18N4O2 from the Open Molecules 2025 dataset. Energies are from ωB97M-V/def2-TZVPD.

Structure (ORCA input):
```
! RIJCOSX wB97M-V def2-TZVPD def2/J DEFGRID3
* xyz 0 1
C -1.03 -2.48 -2.56
H 0.05 -2.53 -2.37
O -1.69 -1.69 -1.61
C -1.59 -2.18 -0.29
C -0.19 -2.14 0.23
C 0.73 -1.11 0.27
C 1.89 -1.70 0.81
N 1.72 -2.97 1.09
N 0.45 -3.23 0.73
H 0.08 -4.15 0.88
O 3.07 -1.06 0.95
C 3.17 0.11 0.25
C 2.12 0.75 -0.34
C 2.39 1.86 -1.14
N 2.63 2.75 -1.83
C 0.68 0.33 -0.11
H 0.09 0.45 -1.03
C 0.05 1.22 1.00
C -1.12 0.55 1.67
C -2.38 0.93 1.54
C -2.81 2.07 0.67
C -1.71 2.47 -0.30
C -0.38 2.58 0.44
H 0.39 2.97 -0.23
H -0.49 3.28 1.27
H -1.63 1.72 -1.09
H -1.95 3.43 -0.77
H -3.07 2.91 1.31
H -3.72 1.79 0.12
H -3.16 0.42 2.08
H -0.87 -0.28 2.32
H 0.82 1.37 1.76
N 4.45 0.58 0.24
H 4.67 1.33 -0.39
H 5.17 -0.08 0.46
H -2.23 -1.52 0.30
H -1.97 -3.21 -0.23
H -1.20 -2.01 -3.53
H -1.43 -3.50 -2.57
*
```

**HOMO level**: -8.38 eV
**Gap between HOMO and LUMO**: 9.075 eV
**LUMO level**: 0.7 eV
**SMILES**: COCc1[nH]nc2c1[C@@H]([C@@H]1C=CCCC1)C(C#N)=C(N)O2

These are the Löwdin partial charges, in e, on atoms 1 to 5: -0.098, 0.091, -0.174, -0.149, -0.177

Run 2
Here is a structure of composition C15H18N4O2 from the Open Molecules 2025 dataset. Energies are from ωB97M-V/def2-TZVPD.

Structure (ORCA input):
```
! RIJCOSX wB97M-V def2-TZVPD def2/J DEFGRID3
* xyz 0 1
O -3.28 -3.87 -1.38
N 1.58 2.94 1.22
N 1.03 -2.64 1.13
O -2.39 -5.89 -1.03
C -2.37 -4.54 -0.88
C 1.27 2.46 0.09
C -0.60 3.53 0.67
C 0.46 3.59 1.53
C 0.83 -4.03 1.11
C -0.03 -1.93 0.61
C -0.24 -4.67 0.46
C -1.17 -2.51 0.07
C -1.30 -3.93 -0.08
N -0.06 2.69 -0.31
N 0.35 0.03 -0.90
C 0.46 4.51 2.76
C 0.20 -0.40 0.52
C 2.34 1.63 -0.59
C 1.72 0.38 -1.27
C -0.77 2.27 -1.51
C -0.72 0.74 -1.65
H -3.11 -6.07 -1.65
H -1.51 4.08 0.69
H 1.67 -4.57 1.40
H -0.28 -5.81 0.22
H -1.93 -1.89 -0.42
H 0.75 3.87 3.63
H 1.32 5.22 2.71
H -0.48 4.96 2.98
H -0.48 0.21 1.15
H 1.26 -0.24 0.88
H 3.05 1.33 0.22
H 2.99 2.11 -1.39
H 1.72 0.68 -2.24
H 2.48 -0.38 -1.02
H -1.85 2.63 -1.44
H -0.46 2.69 -2.42
H -0.79 0.38 -2.74
H -1.66 0.44 -1.12
*
```

**HOMO level**: -8.12 eV
**Gap between HOMO and LUMO**: 7.699 eV
**LUMO level**: -0.4 eV

These are the Löwdin partial charges, in e, on atoms 1 to 5: 0.079, 0.171, 0.124, 0.107, -0.449

In terms of stability, run 1 leads; the second structure lies 0.0254 hartree higher.

Run 1
Here is the molecule CH6N4 from the Open Molecules 2025 dataset. Energies are from ωB97M-V/def2-TZVPD.

Structure (ORCA input):
```
! RIJCOSX wB97M-V def2-TZVPD def2/J DEFGRID3
* xyz 0 1
N 0.01 -1.01 0.38
N 0.94 -0.21 -0.31
N 0.77 -0.38 -1.71
C -1.01 0.74 1.40
N -0.94 -0.53 1.14
H -0.20 -1.88 -0.09
H 0.73 0.78 0.09
H 1.68 -0.32 -2.15
H 0.14 0.31 -2.13
H -0.20 1.46 1.47
H -1.91 1.05 1.90
*
```

**HOMO level**: -8.04 eV
**Gap between HOMO and LUMO**: 9.061 eV
**LUMO level**: 1.0 eV
**SMILES**: C=NNNN

These are the Löwdin partial charges, in e, on atoms 1 to 5: -0.142, -0.138, -0.011, -0.108, -0.059

Run 2
Here is a cluster of 2 separate species, CH6N4 in total from the Open Molecules 2025 dataset. Energies are from ωB97M-V/def2-TZVPD.

Structure (ORCA input):
```
! RIJCOSX wB97M-V def2-TZVPD def2/J DEFGRID3
* xyz 0 1
N -2.33 0.04 -0.37
N 2.05 0.40 -1.29
N -2.00 -0.33 0.76
C 1.13 -0.13 -0.63
N 0.91 -0.10 0.71
H -1.67 0.77 -0.71
H 2.69 0.97 -0.73
H 0.00 -0.36 1.08
H -2.66 -1.06 1.09
H 1.45 0.56 1.26
H 0.43 -0.76 -1.18
*
```

**HOMO level**: -9.19 eV
**Gap between HOMO and LUMO**: 9.378 eV
**LUMO level**: 0.2 eV
**SMILES**: [H]/N=N/[H].[H]/N=C\N

These are the Löwdin partial charges, in e, on atoms 1 to 5: 0.009, 0.048, -0.037, -0.444, 0.064

Run 3
Here is the molecule CH6N4 from the Open Molecules 2025 dataset. Energies are from ωB97M-V/def2-TZVPD.

Structure (ORCA input):
```
! RIJCOSX wB97M-V def2-TZVPD def2/J DEFGRID3
* xyz 0 1
C 0.59 -0.07 -0.11
H -1.92 -0.53 -2.07
H -1.81 -0.99 -0.52
H 0.20 -1.44 -1.46
H 1.69 -0.20 -0.07
H 1.77 0.90 1.67
H 0.23 1.83 2.23
N -1.40 -0.35 -1.18
N -0.02 -0.43 -1.33
N -0.02 0.43 0.87
N 0.67 0.87 1.95
*
```

**HOMO level**: -8.30 eV
**Gap between HOMO and LUMO**: 9.399 eV
**LUMO level**: 1.1 eV
**SMILES**: N/N=C/NN

These are the Löwdin partial charges, in e, on atoms 1 to 5: -0.270, 0.092, 0.064, 0.120, 0.115

Run 4
Here is the molecule CH6N4 from the Open Molecules 2025 dataset. Energies are from ωB97M-V/def2-TZVPD.

Structure (ORCA input):
```
! RIJCOSX wB97M-V def2-TZVPD def2/J DEFGRID3
* xyz 0 1
C 0.12 0.62 -0.09
H -2.90 -0.47 0.50
H -1.86 -1.12 -0.77
H -1.79 1.44 -0.26
H 0.65 1.61 0.03
H 2.57 0.46 0.80
H 2.87 -1.07 0.06
N -1.96 -0.63 0.12
N -1.23 0.52 0.01
N 0.87 -0.43 -0.08
N 2.30 -0.12 -0.02
*
```

**HOMO level**: -7.60 eV
**Gap between HOMO and LUMO**: 8.571 eV
**LUMO level**: 1.0 eV
**SMILES**: N/N=C/NN

These are the Löwdin partial charges, in e, on atoms 1 to 5: -0.292, 0.092, 0.089, 0.174, 0.130

In terms of stability, run 2 leads; the second structure lies 0.0376 hartree higher.

Run 1
Here is a cluster of 2 separate species, CH2INO in total from the Open Molecules 2025 dataset. Energies are from ωB97M-V/def2-TZVPD.

Structure (ORCA input):
```
! RIJCOSX wB97M-V def2-TZVPD def2/J DEFGRID3
* xyz 0 1
C -0.13 1.25 -0.08
N -0.29 0.20 0.61
O 0.61 2.18 -0.20
I -4.36 -0.11 -0.01
H -1.26 1.28 -0.69
H -1.15 -0.41 0.67
*
```

**HOMO level (spin up / spin down)**: -9.06 / -9.03 eV
**Gap between HOMO and LUMO (spin up / spin down)**: 3.850 / 3.798 eV
**LUMO level (spin up / spin down)**: -5.2 / -5.2 eV

These are the Löwdin partial charges, in e, on atoms 1 to 5: -0.520, 0.194, 0.119, -0.066, 0.211

Run 2
Here is the molecule CH2INO from the Open Molecules 2025 dataset. Energies are from ωB97M-V/def2-TZVPD.

Structure (ORCA input):
```
! RIJCOSX wB97M-V def2-TZVPD def2/J DEFGRID3
* xyz 0 1
C 0.85 -0.99 0.35
N -1.58 1.40 -0.24
O -0.95 1.41 -1.23
I -0.19 0.39 1.47
H 1.66 -0.48 -0.29
H 0.21 -1.73 -0.06
*
```

**HOMO level (spin up / spin down)**: -8.24 / -7.87 eV
**Gap between HOMO and LUMO (spin up / spin down)**: 7.996 / 6.926 eV
**LUMO level (spin up / spin down)**: -0.2 / -0.9 eV

These are the Löwdin partial charges, in e, on atoms 1 to 5: -0.566, -0.233, -0.103, 0.998, -0.015

In terms of stability, run 1 leads; the second structure lies 0.0072 hartree higher.

Run 1
Here is a cluster of 2 separate species, C2H7S2 in total from the Open Molecules 2025 dataset. Energies are from ωB97M-V/def2-TZVPD.

Structure (ORCA input):
```
! RIJCOSX wB97M-V def2-TZVPD def2/J DEFGRID3
* xyz -1 1
S 2.49 -0.24 1.83
H 2.12 0.92 2.33
C 0.14 -0.15 -0.25
S -1.36 0.72 -0.94
C -2.33 -0.71 -1.54
H 0.70 -0.49 -1.13
H -0.23 -1.02 0.27
H 0.54 0.67 0.34
H -3.24 -0.28 -1.93
H -1.73 -1.16 -2.34
H -2.64 -1.51 -0.87
*
```

**HOMO level**: -2.50 eV
**Gap between HOMO and LUMO**: 5.738 eV
**LUMO level**: 3.2 eV

These are the Löwdin partial charges, in e, on atoms 1 to 5: -0.245, -0.491, -0.472, 0.655, -0.473

Run 2
Here is a cluster of 2 separate species, C2H7S2 in total from the Open Molecules 2025 dataset. Energies are from ωB97M-V/def2-TZVPD.

Structure (ORCA input):
```
! RIJCOSX wB97M-V def2-TZVPD def2/J DEFGRID3
* xyz -1 1
S -3.71 2.51 0.89
H -3.56 1.22 0.57
C 1.25 0.41 -1.17
S 1.91 -0.39 0.30
C 0.41 -1.22 0.86
H 0.86 -0.28 -1.92
H 0.42 1.05 -0.90
H 2.09 0.95 -1.58
H 0.10 -1.93 0.09
H -0.37 -0.53 1.09
H 0.61 -1.80 1.77
*
```

**HOMO level**: -2.42 eV
**Gap between HOMO and LUMO**: 5.327 eV
**LUMO level**: 2.9 eV

These are the Löwdin partial charges, in e, on atoms 1 to 5: -0.453, -0.539, -0.441, 0.697, -0.440

Run 3
Here is a cluster of 2 separate species, C2H7S2 in total from the Open Molecules 2025 dataset. Energies are from ωB97M-V/def2-TZVPD.

Structure (ORCA input):
```
! RIJCOSX wB97M-V def2-TZVPD def2/J DEFGRID3
* xyz -1 1
C -1.24 0.53 -2.55
S -1.41 0.20 -0.78
H -1.66 1.53 -2.63
H -0.15 0.43 -2.74
H -1.67 -0.21 -3.23
H -0.21 -0.38 -0.41
C 1.05 -1.27 2.06
S 1.53 0.27 1.14
H 0.73 -1.07 3.11
H 0.07 -1.61 1.69
H 1.83 -2.02 1.89
*
```

**HOMO level**: -2.30 eV
**Gap between HOMO and LUMO**: 5.912 eV
**LUMO level**: 3.6 eV

These are the Löwdin partial charges, in e, on atoms 1 to 5: -0.541, 0.511, 0.002, 0.028, 0.007

In terms of stability, run 2 leads; the second structure lies 0.0116 hartree higher.

Run 1
Here is a cluster of 2 separate species, C2H7S2 in total from the Open Molecules 2025 dataset. Energies are from ωB97M-V/def2-TZVPD.

Structure (ORCA input):
```
! RIJCOSX wB97M-V def2-TZVPD def2/J DEFGRID3
* xyz -1 1
S 1.75 1.61 -1.99
H 3.00 2.16 -2.49
C -1.19 0.86 0.80
S -1.07 -0.97 1.34
C 0.10 -1.63 0.20
H -1.21 0.69 -0.18
H -1.95 1.30 1.41
H -0.25 1.35 1.03
H -0.33 -1.30 -0.77
H 0.01 -2.73 0.28
H 1.14 -1.34 0.37
*
```

**HOMO level**: -2.61 eV
**Gap between HOMO and LUMO**: 5.796 eV
**LUMO level**: 3.2 eV

These are the Löwdin partial charges, in e, on atoms 1 to 5: -0.497, -0.425, -0.323, 0.645, -0.494

Run 2
Here is a cluster of 2 separate species, C2H7S2 in total from the Open Molecules 2025 dataset. Energies are from ωB97M-V/def2-TZVPD.

Structure (ORCA input):
```
! RIJCOSX wB97M-V def2-TZVPD def2/J DEFGRID3
* xyz -1 1
S 2.08 -0.68 3.77
H 1.72 -1.33 2.65
C 0.91 0.02 -0.33
S -0.43 1.21 -0.13
C -1.75 0.43 -1.05
H 0.94 -0.68 0.50
H 1.81 0.62 -0.26
H 0.84 -0.45 -1.31
H -1.38 0.04 -2.01
H -2.27 -0.39 -0.53
H -2.46 1.21 -1.30
*
```

**HOMO level**: -2.40 eV
**Gap between HOMO and LUMO**: 5.554 eV
**LUMO level**: 3.2 eV

These are the Löwdin partial charges, in e, on atoms 1 to 5: -0.406, -0.543, -0.420, 0.721, -0.475

In terms of stability, run 2 leads; the second structure lies 0.0173 hartree higher.